# 1
The following is a quantum chemistry calculation of a 4-piece molecular cluster, C4H19N3O3S overall at a distorted geometry, from the Open Molecules 2025 dataset.

Multiplicity: 1
E_LUMO: 0.45 eV
Orbital gap: 8.99 eV
Net charge: 0
SMILES: NCN[C@@H](CN)CS.O.O.O
Molar mass: 189.28 g/mol
HOMO energy: -8.5 eV

```
30
C4H19N3O3S | the Open Molecules 2025 dataset | ωB97M-V/def2-TZVPD
N 0.81 3.12 0.24
C 0.04 2.27 -0.75
N 0.64 1.03 -1.13
C 1.11 0.10 -0.05
C 0.19 -1.08 0.10
N -0.08 -1.33 1.53
C 2.61 -0.15 -0.40
S 3.35 -1.63 0.28
H 0.47 3.01 1.20
H 1.78 2.84 0.33
H -0.05 2.94 -1.60
H -0.93 2.21 -0.20
H 1.09 0.93 -2.02
H 1.00 0.77 0.82
H 0.40 -2.05 -0.37
H -0.81 -0.86 -0.37
H 0.09 -0.66 2.27
H -1.08 -1.53 1.59
H 2.82 -0.10 -1.48
H 3.15 0.69 0.11
H 2.52 -2.03 1.28
O -3.55 -1.26 -0.79
H -2.85 -0.59 -0.86
H -3.94 -1.11 -1.68
O -3.12 -1.13 1.60
H -3.91 -1.42 1.13
H -3.17 -0.73 2.47
O -3.14 1.55 -1.15
H -2.24 1.91 -1.07
H -3.55 2.09 -0.44
```

Mulliken atomic charge list, values in e, 8 entries: -0.742 -0.641 -0.201 0.246 -0.065 -0.501 -0.612 -0.292

# 2
The following is a quantum chemistry calculation of a 3-piece molecular cluster, C25H46BrCl2F9N3O6PS2 overall at a distorted geometry, from the Open Molecules 2025 dataset.

Multiplicity: 1
E_LUMO: 0.23 eV
Orbital gap: 8.18 eV
Net charge: 0
Molar mass: 901.56 g/mol
HOMO energy: -7.9 eV

```
95
C25H46BrCl2F9N3O6PS2 | the Open Molecules 2025 dataset | ωB97M-V/def2-TZVPD
C 2.13 -2.01 4.21
C 0.81 -2.57 4.80
O -0.35 -1.92 4.35
C -0.77 -2.40 3.05
C -2.07 -1.69 2.68
O -1.95 -0.52 1.90
C -1.44 -0.69 0.60
O -1.32 0.52 -0.05
C -0.03 1.17 -0.05
C 1.16 0.36 -0.60
C 1.25 0.09 -2.13
C 0.68 -1.26 -2.63
F 0.19 -2.06 -1.66
F 1.67 -1.96 -3.23
C -0.47 -0.99 -3.64
F -1.34 -0.12 -3.16
F -1.10 -2.18 -3.84
C -0.02 -0.48 -5.06
F 1.26 -0.09 -5.12
F -0.75 0.60 -5.36
C -0.26 -1.48 -6.23
F 0.38 -2.61 -6.10
F -1.53 -1.64 -6.49
F 0.25 -0.88 -7.32
C -0.32 2.42 -0.96
C 0.77 3.50 -1.05
C 2.02 3.20 -1.90
Br -0.11 5.04 -1.99
C 0.33 1.66 1.42
N 1.10 0.63 2.08
N -0.86 2.14 2.17
C -1.13 3.54 1.98
C -2.59 3.80 1.51
O -3.39 2.97 1.52
Cl -3.05 5.46 0.95
C -0.86 1.80 3.56
Cl 0.51 2.57 4.54
C -2.18 2.19 4.28
C -2.17 1.68 5.75
P -2.81 -1.61 -0.39
N -4.10 -0.71 -0.44
H 2.22 -2.33 3.17
H 3.01 -2.37 4.76
H 2.08 -0.91 4.28
H 0.75 -3.67 4.67
H 0.87 -2.42 5.89
H 0.09 -2.23 2.37
H -0.88 -3.50 3.17
H -2.51 -1.37 3.63
H -2.77 -2.45 2.29
H -0.56 -1.36 0.58
H 1.32 -0.61 -0.10
H 2.06 0.94 -0.34
H 2.32 0.04 -2.36
H 0.85 0.87 -2.77
H -1.22 2.88 -0.53
H -0.64 2.11 -1.97
H 1.11 3.94 -0.11
H 1.77 2.75 -2.87
H 2.48 4.17 -2.16
H 2.81 2.64 -1.38
H 1.03 2.52 1.39
H 0.55 -0.15 2.42
H 1.76 0.98 2.75
H -1.02 4.16 2.89
H -0.50 4.03 1.23
H -0.78 0.72 3.74
H -2.31 3.28 4.34
H -3.03 1.71 3.79
H -1.49 2.30 6.36
H -3.17 1.82 6.20
H -1.89 0.62 5.82
H -3.05 -2.90 0.18
H -2.41 -1.85 -1.72
H -3.94 0.16 0.08
C 5.72 3.62 -6.09
S 4.61 4.70 -5.18
O 4.42 4.11 -3.83
C 3.14 4.32 -6.14
H 6.71 3.67 -5.62
H 5.35 2.59 -6.05
H 5.79 3.95 -7.12
H 2.94 3.25 -6.09
H 3.29 4.64 -7.17
H 2.30 4.87 -5.71
C -1.10 -7.61 2.79
S -1.26 -6.03 1.94
O -2.25 -5.22 2.70
C -2.11 -6.68 0.49
H -0.62 -7.43 3.75
H -2.08 -8.05 2.94
H -0.47 -8.28 2.19
H -3.03 -7.18 0.79
H -1.46 -7.38 -0.03
H -2.35 -5.85 -0.17
```

Mulliken atomic charge list, values in e, 8 entries: -0.929 -0.263 -0.466 0.643 -1.317 -0.166 -0.015 -0.063

# 3
The following is a quantum chemistry calculation of a 2-piece molecular cluster, C5H14NO2S2 overall at a distorted geometry, from the Open Molecules 2025 dataset.

Multiplicity: 1
E_LUMO (alpha / beta): -7.21 / -7.20 eV
Orbital gap (alpha / beta): 5.43 / 5.45 eV
Net charge: +1
Molar mass: 184.31 g/mol
HOMO energy (alpha / beta): -12.6 / -12.7 eV

```
24
C5H14NO2S2 | the Open Molecules 2025 dataset | ωB97M-V/def2-TZVPD
C -0.10 -0.15 1.46
C 2.25 0.41 1.50
C 1.44 -1.31 0.00
C -4.21 0.94 -1.92
C 0.95 0.99 -0.37
N 1.12 -0.01 0.63
O -2.06 1.86 -0.60
O -3.03 -0.23 0.18
S -1.44 -0.43 -2.15
S -2.75 0.64 -0.92
H 0.06 -0.90 2.23
H -0.33 0.80 1.94
H -0.96 -0.44 0.86
H 2.03 1.37 1.95
H 2.40 -0.33 2.29
H 3.17 0.49 0.91
H 1.58 -2.07 0.76
H 0.63 -1.61 -0.66
H 2.36 -1.23 -0.59
H -5.00 1.24 -1.24
H -3.97 1.72 -2.63
H -4.46 0.01 -2.42
H 0.14 1.69 -0.30
H 1.68 1.05 -1.16
```

Mulliken atomic charge list, values in e, 8 entries: -0.872 -0.919 -0.749 -0.930 -0.417 0.051 -0.595 -0.610

# 4
The following is a quantum chemistry calculation of C34H30ClN2O7P2Ti as an isolated structure, from the Open Molecules 2025 dataset.

Multiplicity: 2
E_LUMO (alpha / beta): -0.46 / -0.58 eV
Orbital gap (alpha / beta): 5.84 / 7.51 eV
Net charge: 0
Molar mass: 723.89 g/mol
HOMO energy (alpha / beta): -6.3 / -8.1 eV

```
77
C34H30ClN2O7P2Ti | the Open Molecules 2025 dataset | ωB97M-V/def2-TZVPD
Ti 1.61 0.23 0.35
O 5.37 0.94 -1.28
C 4.22 0.38 -0.88
O 3.21 1.13 -0.60
C 4.11 -1.00 -0.71
C 5.09 -2.02 -0.85
C 4.76 -3.30 -0.53
C 3.46 -3.61 -0.04
C 2.57 -2.58 0.08
N 2.87 -1.33 -0.26
C 1.19 -2.65 0.66
O 0.64 -3.68 0.99
O 0.66 -1.45 0.78
H 5.24 1.90 -1.27
H 6.08 -1.76 -1.21
H 5.49 -4.09 -0.62
H 3.17 -4.61 0.26
C -1.78 -0.68 2.59
C -2.51 -1.02 1.29
P -3.07 0.49 0.40
C -4.60 0.88 1.33
C -4.58 2.01 2.14
C -5.68 2.32 2.93
C -6.81 1.51 2.91
C -6.83 0.38 2.10
C -5.73 0.06 1.32
C -3.74 -0.20 -1.16
C -4.67 0.57 -1.87
C -5.13 0.16 -3.11
C -4.66 -1.02 -3.67
C -3.74 -1.79 -2.98
C -3.28 -1.38 -1.74
P -0.39 0.53 2.43
C -1.16 2.12 2.92
C -1.00 3.23 2.11
C -1.62 4.44 2.43
C -2.39 4.53 3.58
C -2.54 3.43 4.41
C -1.93 2.23 4.08
C 0.62 0.12 3.89
C 1.18 1.11 4.69
C 2.07 0.79 5.70
C 2.42 -0.53 5.94
C 1.87 -1.53 5.14
C 0.99 -1.21 4.12
H -1.36 -1.59 3.02
H -2.48 -0.28 3.33
H -3.38 -1.66 1.52
H -1.84 -1.59 0.65
H -3.71 2.65 2.15
H -5.66 3.21 3.56
H -7.67 1.76 3.52
H -7.71 -0.25 2.08
H -5.75 -0.82 0.69
H -5.04 1.49 -1.44
H -5.86 0.76 -3.64
H -5.02 -1.35 -4.64
H -3.37 -2.71 -3.41
H -2.56 -2.00 -1.22
H -0.40 3.16 1.21
H -1.49 5.29 1.78
H -2.88 5.47 3.83
H -3.14 3.50 5.31
H -2.04 1.38 4.74
H 0.93 2.15 4.51
H 2.50 1.58 6.31
H 3.11 -0.78 6.73
H 2.15 -2.56 5.30
H 0.61 -2.01 3.49
Cl 0.20 1.70 -1.06
C 0.80 0.08 -1.59
H 1.44 0.22 -2.46
H -0.06 -0.57 -1.75
O 3.01 0.14 1.94
N 3.00 1.40 2.12
O 3.82 1.99 2.76
O 2.02 1.97 1.54
```

Mulliken atomic charge list, values in e, 8 entries: -0.455 -0.545 0.213 -0.686 0.769 -1.060 -0.267 -1.057

# 5
The following is a quantum chemistry calculation of H26O13 as an isolated structure at a distorted geometry, from the Open Molecules 2025 dataset.

Multiplicity: 1
E_LUMO: -0.73 eV
Orbital gap: 7.09 eV
Net charge: 0
Molar mass: 234.20 g/mol
HOMO energy: -7.8 eV

```
39
H26O13 | the Open Molecules 2025 dataset | ωB97M-V/def2-TZVPD
O -1.76 1.20 1.71
H -1.03 1.20 1.08
H -1.62 2.00 2.23
O -2.76 -0.72 1.50
H -2.43 0.17 1.65
H -2.27 -1.03 0.74
O 1.44 -1.44 -2.39
H 1.34 -0.52 -2.15
H 2.36 -1.64 -2.22
O 1.83 1.43 0.81
H 1.89 2.16 0.20
H 2.61 0.90 0.63
O -0.17 1.79 0.13
H 0.76 1.86 0.34
H -0.55 2.61 0.47
O 2.31 -1.57 1.18
H 1.40 -1.27 1.11
H 2.24 -2.52 1.28
O 0.36 -0.28 -0.36
H -0.41 -0.86 -0.35
H 0.48 -0.04 0.56
O -1.39 -0.29 -2.24
H -0.55 0.15 -2.12
H -1.81 0.18 -2.95
O 0.58 1.67 2.56
H 1.06 1.40 1.78
H 1.22 1.63 3.26
O 0.27 -0.47 1.92
H -0.45 -1.06 2.16
H 0.61 -0.15 2.76
O -1.69 -1.52 -0.42
H -1.62 -0.98 -1.21
H -2.43 -2.10 -0.59
O 0.52 0.96 -2.12
H 0.36 0.70 -1.22
H 0.40 1.91 -2.12
O -0.53 -2.17 -2.60
H -0.96 -1.36 -2.33
H 0.38 -1.92 -2.73
```

Mulliken atomic charge list, values in e, 8 entries: -0.568 0.371 0.331 -1.003 0.543 0.357 -0.551 0.260

# 6
The following is a quantum chemistry calculation of a 2-piece molecular cluster, H3OPS overall at a distorted geometry, from the Open Molecules 2025 dataset.

Multiplicity: 1
E_LUMO: -1.12 eV
Orbital gap: 8.68 eV
Net charge: 0
SMILES: O=P.S
Molar mass: 82.06 g/mol
HOMO energy: -9.8 eV

```
6
H3OPS | the Open Molecules 2025 dataset | ωB97M-V/def2-TZVPD
O -0.23 1.29 -2.68
P -0.26 1.57 -1.23
H -1.21 0.57 -0.55
S 0.85 -0.94 1.12
H 1.28 -1.65 2.15
H -0.44 -0.84 1.20
```

Calculated atomic charges, method Mulliken, unit e: -0.396 0.406 -0.014 -0.296 0.147 0.153

# 7
The following is a quantum chemistry calculation of a 2-piece molecular cluster, CH5PS overall at a distorted geometry, from the Open Molecules 2025 dataset.

Multiplicity: 1
E_LUMO: -0.49 eV
Orbital gap: 8.42 eV
Net charge: 0
SMILES: C=S.P
Molar mass: 80.09 g/mol
HOMO energy: -8.9 eV

```
8
CH5PS | the Open Molecules 2025 dataset | ωB97M-V/def2-TZVPD
C -1.84 0.80 -0.34
S -2.85 -0.39 0.15
H -2.37 1.74 -0.41
H -0.71 0.62 -0.61
P 2.03 -0.49 -0.23
H 2.27 -1.99 -0.03
H 2.61 0.19 0.92
H 0.86 -0.49 0.55
```

Calculated atomic charges, method Mulliken, unit e: -0.220 -0.164 0.277 0.076 -0.142 0.081 0.072 0.020

Which formula does entry 6 have?
H3OPS

Look up the molar mass of the seventh one.
80.09 g/mol